a:
Computed, not measured: C5H4 as an isolated structure, with ωB97M-V/def2-TZVPD.

Last column: Löwdin charge in e.
CARTESIAN COORDINATES (ANGSTROEM)
C1 1.0685 0.2017 -0.4305  -0.100
C2 -0.1055 0.9112 -0.0807  -0.248
C3 0.3849 -1.0458 -0.0866  -0.187
C4 -0.8851 -0.2549 -0.1911  0.012
C5 0.3812 -0.0672 1.0554  0.064
H1 1.9559 0.6572 -0.5660  0.100
H2 -0.2841 1.9416 -0.1450  0.126
H3 0.5168 -2.0118 -0.4012  0.107
H4 -3.0327 -0.3320 0.8458  0.125

As for the frontier orbital gap (alpha / beta): 9.0 / 8.6 eV. The spin multiplicity is 1.

---

b:
Computed, not measured: one molecule with the formula C5H4, with ωB97M-V/def2-TZVPD.

Last column: Löwdin charge in e.
CARTESIAN COORDINATES (ANGSTROEM)
C1 -2.3441 -0.6222 0.0312  0.122
C2 -1.3290 0.0260 -0.1046  -0.139
C3 -0.0136 0.6822 -0.0047  -0.246
C4 1.2265 -0.1244 0.0187  -0.142
C5 2.3740 -0.5331 0.0086  0.096
H1 -3.2249 -1.1359 0.0266  -0.004
H2 -0.0358 1.3162 0.9586  0.145
H3 0.0584 1.5002 -0.7867  0.132
H4 3.2884 -1.1090 -0.1477  0.037

As for the frontier orbital gap: 10.8 eV. The spin multiplicity is 1. The SMILES is C#CCC#C.

---

Relative energy table, unit eV: a 6.685; b 0.000

---

a:
Computed, not measured: H14O7 as an isolated structure, with ωB97M-V/def2-TZVPD.

Last column: Löwdin charge in e.
CARTESIAN COORDINATES (ANGSTROEM)
H1 0.0445 -1.9399 -0.0286  -0.138
H2 0.5168 -3.3434 0.3958  0.212
H3 -4.0804 -0.8078 -0.0322  0.074
H4 -2.4840 -0.1137 -0.6491  0.113
H5 -0.8119 -0.6838 -1.2898  -0.055
H6 -1.9621 -1.6524 -1.3664  0.012
H7 0.0830 3.2508 -0.9894  0.227
H8 1.5016 2.2687 -0.0726  0.029
H9 3.3593 2.2705 0.8418  0.131
H10 2.3882 1.2995 1.3453  -0.012
H11 -0.3352 0.8165 -0.9180  0.146
H12 -2.5849 0.9516 -1.9376  0.431
H13 1.9492 -1.0810 1.8782  0.033
H14 1.4087 0.1577 3.4299  0.284
O1 0.6037 -2.1822 0.6327  -0.140
O2 -3.6215 -0.7354 -0.9757  -0.322
O3 -0.9728 -1.7646 -1.3823  -0.193
O4 0.7719 2.2189 -0.9026  -0.287
O5 2.3950 2.2145 1.1419  -0.031
O6 -1.3480 0.4239 -1.1265  -0.234
O7 2.2975 -0.3493 2.5366  -0.279

As for the frontier orbital gap: 8.0 eV. The spin multiplicity is 1.

---

b:
Computed, not measured: a 7-piece molecular cluster, H14O7 overall, with ωB97M-V/def2-TZVPD.

Last column: Löwdin charge in e.
CARTESIAN COORDINATES (ANGSTROEM)
O1 0.4269 -0.1605 -0.3468  -0.039
H1 -0.0880 -0.3190 -1.1426  0.018
H2 -0.0713 0.5183 0.1268  0.043
O2 -0.3802 -0.9622 -3.3972  -0.040
H3 -0.5948 -1.4407 -4.2034  0.061
H4 0.5688 -1.0789 -3.2891  0.060
O3 1.8872 -0.7311 3.0349  -0.058
H5 2.6181 -0.6071 3.6466  0.050
H6 2.1854 -0.3191 2.2107  0.011
O4 -0.2069 1.1348 3.7581  -0.075
H7 0.0511 0.9344 4.6602  0.024
H8 0.4731 0.7094 3.2175  -0.014
O5 -2.3132 1.1428 0.0402  -0.061
H9 -2.3826 2.1011 0.0353  0.044
H10 -2.4249 0.8811 -0.8877  -0.014
O6 -2.8661 0.4115 -2.6378  -0.047
H11 -3.4309 -0.3587 -2.7463  0.061
H12 -1.9822 0.1127 -2.8948  0.007
O7 2.9770 -0.9787 0.4546  -0.069
H13 3.4621 -0.1680 0.2756  0.043
H14 2.0913 -0.8223 0.0853  -0.006

As for the frontier orbital gap: 10.6 eV. The spin multiplicity is 1. The SMILES is O.O.O.O.O.O.O.

---

Relative energy table, unit eV: a 10.691; b 0.000

---

a:
Computed, not measured: a 7-piece molecular cluster, H14O7 overall, with ωB97M-V/def2-TZVPD.

Last column: Löwdin charge in e.
CARTESIAN COORDINATES (ANGSTROEM)
O1 0.5712 -5.6610 3.1732  -0.053
H1 0.2715 -6.1434 3.9437  0.028
H2 0.3484 -4.7489 3.3594  0.021
O2 -2.1354 -0.3118 -4.6475  -0.054
H3 -1.3434 -0.3290 -4.1102  0.024
H4 -1.8343 -0.0254 -5.5098  0.029
O3 -0.5747 4.6619 1.1355  -0.054
H5 -0.4020 3.7335 1.2920  0.021
H6 -1.5222 4.7504 1.2385  0.029
O4 2.2023 -0.7141 -2.6203  -0.052
H7 2.3605 -1.6444 -2.7804  0.031
H8 3.0733 -0.3434 -2.4782  0.030
O5 0.4131 0.5456 0.9683  -0.052
H9 0.6606 0.1812 0.1185  0.021
H10 0.3906 -0.2096 1.5559  0.027
O6 -1.1222 -1.7788 4.4967  -0.053
H11 -2.0631 -1.8195 4.6673  0.030
H12 -0.7772 -1.2137 5.1880  0.030
O7 0.2233 3.7632 -3.2685  -0.052
H13 1.1640 3.6414 -3.3971  0.026
H14 0.0956 3.6657 -2.3249  0.024

As for the frontier orbital gap: 11.6 eV. The spin multiplicity is 1. The SMILES is O.O.O.O.O.O.O.

---

b:
Computed, not measured: a 7-piece molecular cluster, H14O7 overall, with ωB97M-V/def2-TZVPD.

Last column: Löwdin charge in e.
CARTESIAN COORDINATES (ANGSTROEM)
O1 7.0990 11.0820 53.5250  0.259
H1 6.5320 11.5210 54.3510  0.280
H2 6.3040 10.6580 53.0160  0.127
H3 7.6270 11.6930 53.0940  0.112
O2 4.8890 10.2180 52.0630  -0.397
H4 4.3360 10.4300 51.3170  0.013
O3 4.3460 8.4180 53.9220  -0.079
H5 4.5660 8.9880 53.1630  -0.049
H6 4.0960 9.0740 54.6080  0.029
O4 2.6150 11.2780 53.3610  -0.098
H7 3.5520 10.9630 53.2010  -0.009
H8 2.1920 10.5500 53.8550  0.044
O5 3.4780 8.2710 50.8710  -0.056
H9 3.1900 8.6150 50.0880  -0.032
H10 3.8100 9.0660 51.4460  0.019
O6 6.7960 8.8860 50.7840  -0.060
H11 6.1860 9.3870 51.2530  -0.097
H12 6.8540 9.1230 49.8270  0.063
O7 5.0860 13.0190 51.9770  -0.009
H13 5.0060 12.0980 52.0020  -0.069
H14 4.4900 13.5220 52.4600  0.008

As for the frontier orbital gap: 8.8 eV. The spin multiplicity is 1.

---

Relative energy table, unit eV: a 0.000; b 2.824

---

a:
Computed, not measured: H14O7 as an isolated structure, with ωB97M-V/def2-TZVPD.

Last column: Löwdin charge in e.
CARTESIAN COORDINATES (ANGSTROEM)
O1 -11.9425 27.9918 -18.5360  -0.064
H1 -12.1054 28.6075 -17.8214  0.052
H2 -12.0798 27.1289 -18.1452  -0.179
O2 -12.6785 24.3410 -15.9460  -0.022
H3 -12.6374 23.5924 -16.5411  0.047
H4 -12.2970 24.0194 -15.1291  0.071
O3 -11.4233 27.8433 -15.5328  -0.041
H5 -10.5095 27.8136 -15.8162  0.024
H6 -11.7801 26.9912 -15.7836  0.006
O4 -12.0464 26.0981 -17.5084  -0.084
H7 -12.8797 25.8926 -17.9323  -0.096
H8 -11.6479 25.2450 -17.3364  0.064
O5 -13.4463 25.9074 -19.0162  0.079
H9 -13.7107 25.2377 -19.6470  0.115
H10 -13.4886 26.7286 -19.5060  0.103
O6 -10.3086 22.7951 -17.1416  -0.035
H11 -10.7686 23.6154 -16.9634  -0.019
H12 -9.4141 23.0625 -17.3526  0.048
O7 -9.5961 26.8538 -18.4729  -0.058
H13 -9.3336 27.3148 -17.6761  0.019
H14 -10.5496 26.9361 -18.4947  -0.030

As for the frontier orbital gap: 10.2 eV. The spin multiplicity is 1.

---

b:
Computed, not measured: a 7-piece molecular cluster, H14O7 overall, with ωB97M-V/def2-TZVPD.

Last column: Löwdin charge in e.
CARTESIAN COORDINATES (ANGSTROEM)
H1 -3.9890 -1.4216 -0.5111  0.103
H2 -3.4548 0.1050 -0.3975  0.045
H3 -2.4420 1.0621 1.1519  0.084
H4 -1.6992 1.6580 -0.2215  0.030
H5 -1.9709 -0.6985 0.4438  0.008
H6 -0.7847 -0.0244 0.9576  -0.023
H7 2.9547 -0.5362 0.9065  0.011
H8 2.6250 -1.7642 0.1309  0.029
H9 3.4417 2.4524 -0.0082  0.104
H10 3.1815 0.9447 -0.2009  -0.007
H11 0.3915 0.8846 -1.3240  0.104
H12 1.1718 1.3429 -0.0528  0.019
H13 0.4284 -2.7313 -0.6621  0.046
H14 0.0934 -1.4064 -0.0366  0.005
O1 -3.2607 -0.7844 -0.8374  -0.119
O2 -2.5187 1.6860 0.3331  -0.119
O3 -1.3771 -0.7028 1.2449  -0.083
O4 3.3920 -1.1801 0.3531  -0.069
O5 2.7954 1.7817 -0.3440  -0.031
O6 0.2461 1.1917 -0.3769  -0.097
O7 0.7756 -1.8593 -0.5490  -0.041

As for the frontier orbital gap: 11.7 eV. The spin multiplicity is 1. The SMILES is O.O.O.O.O.O.O.

---

c:
Computed, not measured: a 7-piece molecular cluster, H14O7 overall, with ωB97M-V/def2-TZVPD.

Last column: Löwdin charge in e.
CARTESIAN COORDINATES (ANGSTROEM)
H1 -1.1275 3.3521 -2.6781  0.034
H2 -1.5413 2.3602 -1.6509  -0.040
H3 -1.8192 0.7785 0.3527  -0.007
H4 -2.6275 2.1880 -0.0813  0.079
H5 -0.2131 0.7524 -2.0575  0.003
H6 -0.3647 0.0585 -0.7743  0.076
H7 2.3745 -1.2108 0.0246  0.058
H8 2.8783 -2.6815 0.5866  0.077
H9 1.0080 -2.5299 1.2931  0.007
H10 0.1930 -3.2956 2.2575  0.006
H11 -0.7113 0.3213 1.5995  0.035
H12 -1.1144 -1.1358 1.4582  0.055
H13 2.1322 1.0514 0.7146  0.059
H14 1.1508 0.4783 -0.3488  -0.008
O1 -0.8440 2.5561 -2.2579  -0.049
O2 -1.9776 1.5033 -0.3434  -0.109
O3 0.2615 0.0830 -1.5887  -0.047
O4 2.2927 -2.2247 -0.0932  -0.114
O5 0.1072 -2.6398 1.6300  -0.015
O6 -1.4376 -0.2215 1.3455  -0.016
O7 1.3799 0.4567 0.6118  -0.084

As for the frontier orbital gap: 11.5 eV. The spin multiplicity is 1. The SMILES is O.O.O.O.O.O.O.

---

d:
Computed, not measured: a 7-piece molecular cluster, H14O7 overall, with ωB97M-V/def2-TZVPD.

Last column: Löwdin charge in e.
CARTESIAN COORDINATES (ANGSTROEM)
O1 3.3246 -0.5989 -0.3363  -0.132
H1 2.8726 -1.4779 -0.2333  0.057
H2 4.3696 -0.7399 -0.5083  0.146
O2 0.8836 0.6461 -0.2363  -0.161
H3 1.6626 -0.0729 -0.0933  0.050
H4 0.1836 0.6841 0.5367  0.021
O3 -0.6714 0.9351 1.8697  0.058
H5 -0.2614 1.6591 2.2047  0.063
H6 -1.1194 1.4181 1.2717  -0.002
O4 -2.5294 1.3441 -0.2653  -0.032
H7 -2.4304 0.9621 -1.1193  0.033
H8 -3.0864 0.7281 0.2597  0.077
O5 -0.5534 -1.9419 -1.6433  -0.043
H9 0.1446 -1.8499 -0.9923  0.006
H10 -0.3694 -2.8019 -2.0013  0.023
O6 0.1346 1.3081 -3.2043  -0.015
H11 0.8436 0.6251 -3.2053  0.061
H12 0.0416 1.5201 -2.3653  -0.094
O7 -1.0194 -0.7969 3.7807  -0.205
H13 -1.5634 -1.5089 3.2867  0.050
H14 -0.8564 -0.0409 2.9937  0.037

As for the frontier orbital gap: 10.3 eV. The spin multiplicity is 1. The SMILES is O.O.O.O.O.O.O.

---

Relative energy table, unit eV: a 3.288; b 0.000; c 0.317; d 2.447

---

a:
Computed, not measured: a 7-piece molecular cluster, H14O7 overall, with ωB97M-V/def2-TZVPD.

Last column: Löwdin charge in e.
CARTESIAN COORDINATES (ANGSTROEM)
H1 1.5445 0.4931 -0.7420  0.019
H2 0.0649 0.7826 -0.5495  0.042
H3 -3.9184 1.6753 -2.0982  0.030
H4 -4.8546 1.7118 -3.2949  0.032
H5 0.6432 -2.8870 2.7367  0.001
H6 1.3978 -1.7843 3.4610  0.030
H7 -1.3161 -4.6076 1.0296  0.039
H8 -0.4234 -3.8623 0.0510  -0.003
H9 2.5409 3.6307 -1.2871  0.050
H10 2.0741 2.2447 -1.7009  0.034
H11 1.3135 -3.0922 0.0232  0.061
H12 1.4018 -1.7921 0.8054  0.040
H13 0.0419 4.7661 0.5724  0.039
H14 0.2981 3.2733 0.4467  0.020
O1 0.7184 0.0788 -0.4683  -0.039
O2 -4.6310 2.1926 -2.4900  -0.062
O3 0.5286 -2.1962 3.3990  -0.072
O4 -0.7430 -4.7456 0.2670  -0.063
O5 2.3739 2.7487 -0.9360  -0.060
O6 0.9845 -2.6608 0.8198  -0.072
O7 -0.0397 4.0304 -0.0449  -0.068

As for the frontier orbital gap: 11.0 eV. The spin multiplicity is 1. The SMILES is O.O.O.O.O.O.O.

---

b:
Computed, not measured: a 7-piece molecular cluster, H14O7 overall, with ωB97M-V/def2-TZVPD.

Last column: Löwdin charge in e.
CARTESIAN COORDINATES (ANGSTROEM)
O1 0.0731 18.1719 -8.6760  -0.055
H1 0.6218 17.4952 -8.2618  0.042
H2 -0.6049 17.6672 -9.1614  0.035
O2 -0.4897 21.2518 -8.6846  -0.062
H3 -1.4250 21.0274 -8.7049  0.022
H4 -0.0372 20.4150 -8.5072  0.001
O3 -1.6407 17.4951 -6.1766  -0.060
H5 -1.3986 17.7549 -7.0766  -0.014
H6 -1.8046 18.3256 -5.7153  0.040
O4 3.9611 18.6016 -7.7715  -0.056
H7 3.3660 18.1993 -8.4136  0.020
H8 4.8022 18.1474 -7.8971  0.035
O5 1.1003 14.6016 -8.2463  -0.048
H9 1.6492 14.0117 -8.7782  0.046
H10 1.7228 15.0380 -7.6520  0.042
O6 -0.4537 16.0205 -10.5900  -0.051
H11 -0.0342 15.1870 -10.3515  0.023
H12 0.2804 16.6399 -10.6852  0.034
O7 -3.6684 17.7087 -8.7373  -0.053
H13 -4.2575 17.4130 -8.0336  0.043
H14 -3.2302 18.4840 -8.3726  0.015

As for the frontier orbital gap: 11.0 eV. The spin multiplicity is 1. The SMILES is O.O.O.O.O.O.O.

---

c:
Computed, not measured: H14O7 as an isolated structure, with ωB97M-V/def2-TZVPD.

Last column: Löwdin charge in e.
CARTESIAN COORDINATES (ANGSTROEM)
O1 -0.3416 0.5337 0.0917  0.043
H1 0.1941 0.2774 -0.6590  -0.029
H2 -1.2427 0.4785 -0.2266  -0.159
O2 -2.0881 -2.0703 -0.9822  -0.050
H3 -1.5935 -1.3272 -0.6365  -0.014
H4 -1.7431 -2.8284 -0.5105  0.052
O3 0.7495 -0.1415 -1.8706  0.038
H5 1.6238 -0.4398 -2.1211  0.100
H6 0.8407 0.8052 -1.7625  0.077
O4 1.6091 -1.0344 0.9697  -0.090
H7 2.5592 -1.1512 0.9651  0.034
H8 1.4692 -0.1888 0.5436  -0.167
O5 -0.2302 1.3245 1.8438  -0.076
H9 -0.3802 0.9641 0.9698  -0.368
H10 0.3149 0.6713 2.2824  0.012
O6 -2.2422 -0.0002 -0.3097  0.100
H11 -2.8659 -0.0811 -1.0313  0.140
H12 -2.6998 0.5270 0.3452  0.156
O7 2.1033 0.8721 0.5579  0.000
H13 2.3405 1.2298 1.4135  0.113
H14 1.6230 1.5790 0.1270  0.088

As for the frontier orbital gap: 8.8 eV. The spin multiplicity is 1.

---

d:
Computed, not measured: a 7-piece molecular cluster, H14O7 overall, with ωB97M-V/def2-TZVPD.

Last column: Löwdin charge in e.
CARTESIAN COORDINATES (ANGSTROEM)
H1 -0.3124 0.3238 -1.1745  0.036
H2 -0.2262 -0.5895 0.0373  0.028
H3 -1.4205 1.5648 2.9510  0.028
H4 -2.0997 0.3600 2.3209  0.000
H5 2.1398 0.8664 1.5529  0.042
H6 1.1894 0.8296 2.7384  0.032
H7 -4.3743 -1.4028 1.6841  0.044
H8 -3.7904 -1.1081 3.0561  0.039
H9 -0.0381 -5.3450 -1.2323  0.032
H10 0.0254 -3.8266 -1.2126  0.029
H11 0.5729 3.6804 -2.7228  0.030
H12 1.0558 4.6930 -1.6974  0.029
H13 3.5710 -0.6524 -2.9325  0.032
H14 3.7389 0.7753 -3.4258  0.032
O1 -0.0190 0.3047 -0.2566  -0.076
O2 -1.9010 1.2897 2.1622  -0.056
O3 1.2717 0.5449 1.8213  -0.065
O4 -3.5747 -1.5167 2.2102  -0.053
O5 0.2476 -4.6034 -0.6870  -0.062
O6 0.8421 3.7588 -1.8007  -0.057
O7 3.1017 0.0529 -3.3921  -0.064

As for the frontier orbital gap: 10.9 eV. The spin multiplicity is 1. The SMILES is O.O.O.O.O.O.O.

---

Relative energy table, unit eV: a 0.218; b 0.000; c 8.501; d 0.748